1.
{
  "formula": "C19H37O13P",
  "method": "ωB97M-V with the def2-TZVPD basis set",
  "relative_energy_kj_mol": 0.0,
  "homo_energy_ev": -9.842,
  "smiles": "CCOCC[C@@H]1OC(=O)O[C@@H]1CCP(=O)(OCC)OCC.COC(=O)OC.COC(=O)OC",
  "total_energy_ev": -56209.8587,
  "homo_lumo_gap_ev": 10.4088,
  "species": ["C", "C", "O", "C", "C", "C", "O", "C", "O", "O", "C", "C", "C", "P", "O", "O", "C", "C", "O", "C", "C", "H", "H", "H", "H", "H", "H", "H", "H", "H", "H", "H", "H", "H", "H", "H", "H", "H", "H", "H", "H", "H", "H", "H", "H", "H", "C", "O", "C", "O", "O", "C", "H", "H", "H", "H", "H", "H", "C", "O", "C", "O", "O", "C", "H", "H", "H", "H", "H", "H"],
  "xyz": [[-0.295, 3.441, -9.420], [-1.622, 2.597, -9.335], [-1.803, 1.871, -8.120], [-1.553, 2.692, -6.967], [-2.198, 1.989, -5.701], [-1.109, 1.050, -5.095], [-1.163, -0.104, -5.982], [-2.151, -0.941, -5.439], [-2.530, -1.921, -5.916], [-2.614, -0.383, -4.229], [-1.396, 0.278, -3.784], [-1.409, 1.025, -2.442], [-1.214, 0.116, -1.182], [0.482, -0.561, -0.942], [0.344, -1.763, -0.075], [1.238, -1.000, -2.335], [1.028, -2.385, -2.683], [2.141, -3.321, -2.105], [1.378, 0.571, -0.174], [2.648, 0.072, 0.289], [3.821, 0.269, -0.713], [0.120, 3.311, -10.447], [-0.549, 4.507, -9.247], [0.494, 3.107, -8.718], [-1.571, 1.833, -10.144], [-2.503, 3.248, -9.569], [-1.936, 3.722, -7.129], [-0.448, 2.652, -6.808], [-2.571, 2.776, -5.009], [-3.088, 1.453, -6.091], [-0.135, 1.570, -4.985], [-0.672, -0.574, -3.855], [-2.427, 1.483, -2.345], [-0.706, 1.889, -2.435], [-1.952, -0.714, -1.159], [-1.435, 0.759, -0.295], [1.068, -2.536, -3.790], [0.014, -2.747, -2.389], [2.252, -3.218, -1.007], [3.102, -3.023, -2.586], [1.926, -4.386, -2.335], [2.900, 0.670, 1.196], [2.637, -0.987, 0.619], [3.639, -0.198, -1.706], [4.743, -0.209, -0.302], [4.025, 1.352, -0.866], [-0.043, -0.228, 6.196], [0.992, -0.774, 5.376], [0.551, -1.564, 4.389], [-0.601, -1.831, 4.159], [1.611, -2.003, 3.707], [1.291, -2.867, 2.609], [0.430, 0.390, 6.957], [-0.711, 0.399, 5.605], [-0.600, -1.022, 6.693], [0.677, -2.347, 1.872], [0.789, -3.768, 2.963], [2.229, -3.156, 2.137], [-1.340, -2.157, 10.514], [-0.926, -1.177, 11.467], [-0.464, -0.047, 10.925], [-0.378, 0.189, 9.747], [-0.113, 0.776, 11.918], [0.402, 2.034, 11.483], [-1.693, -3.024, 11.070], [-2.160, -1.778, 9.904], [-0.503, -2.462, 9.887], [-0.348, 2.580, 10.911], [1.309, 1.895, 10.893], [0.650, 2.611, 12.372]],
  "atomic_forces_ev_per_a": [[-0.6, -0.1, -0.4], [0.7, -0.3, -0.8], [-0.1, 1.0, 0.1], [0.1, -1.2, 0.5], [0.4, 1.1, -0.6], [-1.1, -0.1, 0.6], [-0.3, -0.7, 0.7], [0.8, 3.3, 1.2], [-0.8, -2.0, -1.1], [0.6, -0.9, -0.4], [0.6, 0.3, -0.9], [-1.4, -0.1, 0.0], [0.3, 1.3, -0.6], [-0.1, -1.7, 1.7], [0.0, 0.6, -0.6], [-0.8, 0.8, 0.8], [0.1, -2.1, -0.4], [0.0, 0.7, -0.1], [-0.6, -0.9, -1.7], [2.0, 0.3, 0.7], [-0.1, 0.1, -0.2], [-0.3, 0.3, 0.7], [0.5, -0.6, -0.1], [-0.6, 0.1, -0.3], [-0.2, 0.4, 0.7], [0.5, -0.4, 0.4], [0.3, -0.5, 0.2], [-0.7, 0.8, -0.1], [0.4, -0.5, -0.2], [0.6, 0.1, 0.5], [-0.3, -0.7, -0.8], [0.1, 1.1, 0.9], [0.7, -0.2, -0.1], [-0.2, -0.8, -0.2], [0.8, 0.3, -0.1], [0.4, -0.6, -0.5], [0.0, 0.8, 0.7], [0.7, 0.5, 0.1], [-0.2, 0.0, -0.6], [-0.6, -0.4, 0.4], [0.1, 0.7, 0.0], [-0.4, -0.4, -0.6], [-0.6, 0.6, -0.4], [-0.1, 0.3, 0.7], [-0.7, 0.4, -0.1], [-0.1, -0.7, 0.1], [-0.2, 0.2, 0.3], [0.0, -0.1, -0.1], [0.1, 0.0, -0.1], [0.1, 0.0, 0.1], [0.0, 0.1, 0.2], [-0.2, -0.2, -0.3], [0.2, -0.1, -0.1], [-0.1, -0.2, 0.0], [-0.1, 0.0, -0.1], [0.0, -0.2, 0.2], [-0.1, 0.1, 0.0], [0.1, 0.1, 0.2], [-0.1, -0.3, -0.2], [0.1, 0.2, 0.0], [0.0, 0.0, 0.1], [0.0, 0.0, 0.1], [-0.1, -0.1, -0.1], [0.1, 0.3, 0.0], [0.1, 0.2, 0.2], [0.1, 0.0, -0.1], [-0.1, 0.1, -0.1], [0.1, -0.1, -0.1], [-0.1, 0.0, -0.1], [-0.1, -0.2, 0.1]],
  "nbo_charge": [-0.658, -0.064, -0.539, -0.064, -0.459, 0.085, -0.510, 0.970, -0.528, -0.530, 0.073, -0.441, -0.788, 2.356, -1.145, -0.821, -0.082, -0.635, -0.792, -0.088, -0.643, 0.220, 0.208, 0.217, 0.190, 0.161, 0.179, 0.166, 0.216, 0.243, 0.203, 0.194, 0.234, 0.230, 0.275, 0.269, 0.194, 0.199, 0.229, 0.205, 0.222, 0.199, 0.204, 0.222, 0.220, 0.210, -0.255, -0.499, 0.978, -0.642, -0.502, -0.276, 0.204, 0.186, 0.192, 0.243, 0.185, 0.181, -0.257, -0.492, 0.981, -0.649, -0.492, -0.257, 0.197, 0.193, 0.193, 0.192, 0.193, 0.197]
}

=====

2.
{
  "formula": "C19H38BCl4N8O27",
  "method": "ωB97M-V with the def2-TZVPD basis set",
  "total_charge": -1,
  "relative_energy_kj_mol": 65.3,
  "homo_energy_ev": -8.524,
  "total_energy_ev": -138275.9596,
  "homo_lumo_gap_ev": 9.8911,
  "species": ["O", "C", "O", "B", "O", "C", "O", "O", "C", "O", "C", "O", "O", "Cl", "C", "C", "Cl", "H", "H", "H", "H", "Cl", "C", "C", "Cl", "H", "H", "H", "H", "C", "N", "O", "O", "H", "H", "H", "C", "N", "O", "O", "H", "H", "H", "C", "N", "O", "O", "H", "H", "H", "C", "N", "O", "O", "H", "H", "H", "C", "N", "O", "O", "H", "H", "H", "C", "N", "O", "O", "H", "H", "H", "C", "N", "O", "O", "H", "H", "H", "C", "N", "O", "O", "H", "H", "H", "C", "O", "C", "O", "O", "C", "H", "H", "H", "H", "H", "H"],
  "xyz": [[2.259, 0.946, 3.420], [1.624, 0.425, 2.543], [1.312, 0.904, 1.373], [0.406, -0.025, 0.661], [0.363, -1.223, 1.525], [0.987, -0.955, 2.656], [0.988, -1.683, 3.612], [0.794, -0.297, -0.705], [-0.033, 0.261, -1.564], [0.097, 0.393, -2.732], [-1.198, 0.835, -0.698], [-0.945, 0.562, 0.577], [-2.197, 1.335, -1.108], [-1.634, 4.455, -1.192], [-3.330, 4.890, -0.734], [-4.239, 3.777, -1.203], [-5.913, 4.065, -0.604], [-3.558, 5.806, -1.273], [-3.402, 5.085, 0.330], [-3.927, 2.843, -0.740], [-4.299, 3.584, -2.270], [-2.419, -4.365, -4.958], [-2.083, -2.641, -4.719], [-0.674, -2.282, -5.131], [0.560, -3.132, -4.158], [-2.447, -2.440, -3.714], [-2.789, -2.135, -5.380], [-0.483, -1.228, -4.924], [-0.502, -2.451, -6.189], [1.676, -5.073, 3.355], [0.289, -5.268, 2.900], [-0.653, -4.885, 3.564], [0.159, -5.793, 1.816], [2.084, -6.004, 3.737], [1.798, -4.280, 4.088], [2.240, -4.751, 2.482], [-4.699, -0.368, -1.285], [-5.916, 0.161, -0.614], [-7.011, -0.053, -1.098], [-5.721, 0.872, 0.348], [-4.159, -0.892, -0.504], [-4.206, 0.497, -1.716], [-5.006, -1.065, -2.058], [-1.097, 3.454, 2.261], [-0.985, 4.874, 2.660], [-1.894, 5.610, 2.318], [0.036, 5.222, 3.212], [-0.690, 3.369, 1.258], [-2.115, 3.093, 2.342], [-0.416, 2.979, 2.966], [0.244, -2.956, 6.649], [1.519, -3.426, 7.268], [2.336, -4.001, 6.572], [1.527, -3.501, 8.478], [0.415, -2.151, 5.933], [-0.434, -2.575, 7.402], [-0.115, -3.808, 6.077], [-1.584, -3.289, 0.583], [-2.430, -3.009, -0.600], [-3.493, -3.596, -0.723], [-2.047, -2.136, -1.375], [-1.686, -4.312, 0.928], [-1.772, -2.510, 1.312], [-0.577, -3.198, 0.181], [2.912, -2.452, -1.975], [3.803, -3.599, -2.319], [4.978, -3.340, -2.455], [3.333, -4.710, -2.318], [2.603, -2.062, -2.943], [3.283, -1.797, -1.201], [1.982, -2.931, -1.668], [4.001, -1.402, 4.929], [4.572, -1.597, 3.567], [5.571, -0.948, 3.319], [4.106, -2.437, 2.824], [3.846, -0.346, 5.115], [4.750, -1.852, 5.575], [3.044, -1.915, 4.913], [3.311, 4.015, 3.123], [4.240, 5.113, 2.843], [5.144, 5.281, 3.647], [4.147, 5.761, 1.823], [2.822, 4.308, 4.049], [3.909, 3.114, 3.199], [2.584, 3.976, 2.320], [0.610, 3.769, -8.536], [0.352, 2.452, -8.122], [0.045, 2.150, -6.872], [-0.135, 1.053, -6.459], [0.025, 3.267, -6.114], [-0.192, 3.048, -4.725], [1.397, 4.229, -7.931], [-0.208, 4.487, -8.430], [0.921, 3.744, -9.575], [-0.304, 4.018, -4.243], [0.697, 2.595, -4.287], [-1.082, 2.467, -4.491]],
  "atomic_forces_ev_per_a": [[0.1, 0.1, -0.2], [0.2, -0.1, 0.7], [0.2, 0.5, -0.5], [-0.6, -0.2, 0.3], [0.3, 0.3, -0.2], [-0.6, -1.0, 0.1], [0.3, 0.1, 0.2], [1.1, -0.5, 0.0], [-0.6, 0.9, 1.1], [0.1, -0.2, -0.8], [-0.2, -0.8, 0.0], [0.3, 0.3, -0.2], [-0.3, 0.4, -0.3], [-0.2, 0.3, 0.2], [-0.1, 0.2, -1.0], [-0.2, -0.9, 0.9], [0.1, 0.2, -0.2], [0.1, 0.1, 0.1], [0.2, -0.3, 0.1], [0.0, 0.1, 0.0], [0.2, 0.5, -0.1], [-0.1, -0.7, -0.2], [-0.7, 0.1, -0.5], [-0.1, 0.7, 0.8], [-0.1, -0.3, -0.2], [0.8, 0.3, 0.2], [0.2, 0.1, -0.1], [-0.2, 0.1, -0.1], [0.0, -0.3, 0.1], [1.0, 0.7, 0.1], [-0.4, 0.2, -0.2], [0.2, 0.1, 0.6], [0.1, -0.3, -0.3], [-0.2, -0.1, -0.1], [-0.6, -0.1, 0.2], [0.0, -0.3, -0.1], [-0.6, -0.5, -0.1], [-0.3, 0.6, -0.4], [0.1, -0.3, 0.0], [0.0, -0.1, 0.4], [0.4, 0.3, -0.2], [0.3, -0.2, 0.3], [-0.1, 0.0, 0.0], [0.9, -0.4, 0.8], [-0.5, 0.4, -0.9], [0.2, 0.1, 0.3], [-0.1, 0.1, 0.2], [-0.2, 0.0, -0.1], [-0.1, 0.2, -0.1], [-0.2, -0.5, -0.2], [0.2, 0.8, -0.9], [-0.9, -1.8, 0.5], [0.2, 0.9, -0.5], [0.3, 0.8, 0.4], [0.4, -0.2, 0.0], [0.1, -0.4, 0.3], [-0.2, 0.0, 0.1], [1.0, -0.3, -0.8], [-1.0, 0.2, -0.4], [0.6, 0.2, 0.1], [0.0, -0.4, 0.5], [-0.6, 0.1, 0.1], [-0.1, -0.1, 0.1], [0.1, 0.3, 0.3], [-1.7, -1.2, -0.8], [0.6, 0.7, 1.6], [0.4, 0.0, -0.5], [-0.3, -0.4, -0.4], [0.5, 0.9, 0.2], [0.5, 0.1, -0.4], [0.1, 0.1, 0.4], [-0.5, -0.4, -0.4], [0.9, 0.3, -0.1], [-0.2, 0.1, -0.1], [-0.4, 0.0, 0.1], [0.3, 0.1, -0.1], [-0.2, 0.1, 0.3], [0.1, -0.1, 0.3], [-0.6, 0.3, -0.1], [1.6, 0.5, -0.2], [-0.3, -0.1, 0.2], [-0.6, -0.1, -0.2], [0.0, -0.4, 0.1], [-0.2, -0.1, 0.2], [0.1, -0.1, 0.0], [0.6, 1.4, 0.4], [-0.3, -0.8, -0.9], [0.4, 1.6, 0.8], [-0.3, -1.0, -0.1], [-0.3, 0.0, -0.3], [0.3, 0.3, 0.9], [0.2, -0.3, -0.1], [-0.4, -0.6, 0.0], [0.0, -0.3, 0.0], [0.0, 0.1, -0.4], [-0.2, -0.3, 0.0], [0.1, -0.2, -0.3]],
  "mulliken_charge": [-0.617, 0.547, -0.909, 1.734, -0.101, 0.448, -0.670, -0.405, 0.378, -0.603, 0.573, -0.910, -0.508, -0.162, -0.503, 0.164, -0.215, 0.372, 0.337, -0.276, 0.356, -0.224, 0.114, 0.074, -0.179, -0.298, 0.374, -0.239, 0.414, -0.559, 1.012, -0.551, -0.565, 0.334, -0.016, 0.337, -0.430, 0.964, -0.603, -0.541, 0.190, 0.133, 0.267, -0.528, 0.977, -0.594, -0.574, 0.124, 0.285, 0.270, -0.602, 0.903, -0.513, -0.558, 0.141, 0.389, 0.271, -0.546, 0.681, -0.544, -0.247, 0.428, 0.266, 0.002, -0.978, 1.042, -0.600, -0.558, 0.418, 0.386, 0.272, -0.482, 0.964, -0.593, -0.516, 0.234, 0.351, 0.005, -0.489, 0.911, -0.573, -0.543, 0.233, 0.263, 0.191, -0.628, -0.336, 0.750, -0.473, -0.414, -0.509, 0.294, 0.276, 0.248, 0.217, 0.301, 0.268]
}

=====

3.
{
  "formula": "C19H38BN5O3P",
  "method": "ωB97M-V with the def2-TZVPD basis set",
  "total_charge": 1,
  "homo_energy_ev": -10.886,
  "smiles": "C=CN(CCCCCCCCOC(C)=O)c1nc(P(C)CC)n(B(O)N(C)C)[nH+]1",
  "total_energy_ev": -43856.6544,
  "homo_lumo_gap_ev": 6.7417,
  "species": ["C", "C", "N", "C", "C", "C", "C", "C", "C", "C", "C", "O", "C", "C", "O", "C", "N", "C", "P", "C", "C", "C", "N", "B", "O", "N", "C", "C", "N", "H", "H", "H", "H", "H", "H", "H", "H", "H", "H", "H", "H", "H", "H", "H", "H", "H", "H", "H", "H", "H", "H", "H", "H", "H", "H", "H", "H", "H", "H", "H", "H", "H", "H", "H", "H", "H", "H"],
  "xyz": [[4.221, 0.489, 4.328], [3.211, -0.173, 3.408], [2.967, 0.519, 2.050], [2.917, 2.047, 1.937], [1.432, 2.477, 2.571], [0.191, 2.063, 1.560], [-1.308, 2.305, 2.233], [-2.131, 3.567, 1.586], [-2.562, 3.380, 0.013], [-4.149, 2.933, -0.187], [-4.356, 1.285, -0.164], [-5.702, 0.894, -0.691], [-6.303, -0.100, 0.254], [-6.196, -1.742, 0.042], [-6.946, 0.290, 1.389], [2.795, -0.262, 0.932], [2.761, -1.793, 0.783], [2.518, -2.218, -0.649], [2.323, -3.925, -1.481], [0.513, -3.898, -2.200], [2.318, -5.369, -0.232], [1.952, -4.925, 1.313], [2.455, -0.881, -1.353], [2.278, -0.487, -2.807], [3.536, -0.135, -3.554], [0.968, -0.365, -3.564], [1.289, 0.216, -4.951], [0.034, 0.663, -2.947], [2.586, 0.200, -0.496], [3.895, 1.195, 5.231], [5.387, 0.383, 4.146], [2.668, -1.154, 3.743], [3.737, 2.595, 2.566], [3.005, 2.440, 0.837], [1.276, 1.851, 3.573], [1.371, 3.606, 2.872], [0.249, 0.898, 1.335], [0.205, 2.624, 0.531], [-1.981, 1.347, 2.118], [-1.220, 2.529, 3.402], [-3.129, 3.678, 2.230], [-1.553, 4.583, 1.679], [-1.841, 2.688, -0.611], [-2.482, 4.462, -0.484], [-4.524, 3.288, -1.251], [-4.869, 3.413, 0.602], [-3.581, 0.717, -0.860], [-4.336, 0.926, 0.953], [-7.052, -2.137, -0.673], [-5.111, -2.017, -0.323], [-6.364, -2.261, 1.090], [0.167, -4.973, -2.569], [0.375, -3.068, -3.033], [-0.178, -3.650, -1.262], [3.307, -6.017, -0.248], [1.451, -6.114, -0.575], [1.491, -5.844, 1.918], [2.957, -4.638, 1.885], [1.172, -4.050, 1.357], [3.987, 0.594, -3.000], [0.293, 0.380, -5.573], [1.785, 1.289, -4.867], [1.940, -0.537, -5.603], [0.546, 1.736, -2.850], [-0.842, 0.819, -3.741], [-0.489, 0.308, -1.961], [2.532, 1.172, -0.908]],
  "atomic_forces_ev_per_a": [[-1.0, -0.6, -1.3], [1.6, 2.2, 1.8], [1.5, -2.7, -0.7], [-1.4, 1.5, 1.1], [-0.6, -0.6, -0.1], [-0.6, -0.6, 0.4], [-0.2, 0.6, 0.4], [-0.6, -0.3, 0.1], [-0.8, 1.1, -0.2], [-0.1, -0.9, -1.0], [0.3, 0.4, 0.6], [-0.3, -2.3, 2.9], [-3.0, 1.5, 5.5], [0.2, 0.5, 0.1], [4.4, -2.0, -7.7], [-0.5, -3.4, -5.1], [-0.5, 2.5, -2.6], [-0.1, 7.1, 4.0], [0.0, -0.4, -1.1], [-1.4, 0.4, 1.2], [-1.1, -1.0, 1.7], [0.4, -0.7, 0.8], [-0.6, -3.0, 1.0], [0.7, 0.5, -3.2], [-2.2, 1.0, 3.3], [2.5, 2.1, 0.5], [-0.4, 0.0, -1.8], [-1.7, 0.5, -0.3], [0.6, -0.7, 3.6], [0.6, -3.0, -1.1], [-2.6, 1.5, -0.7], [-0.1, 2.7, -1.0], [-1.4, -1.6, -1.3], [-0.1, -1.2, 2.0], [0.5, 1.4, -2.2], [0.3, -2.1, -0.8], [0.1, 2.4, 0.4], [0.3, -0.9, 2.0], [1.4, 1.8, 0.2], [0.0, -0.6, -2.5], [2.2, -0.1, -1.4], [-0.9, -2.1, 0.0], [-1.4, 1.2, 1.4], [-0.1, -2.4, 1.0], [0.8, -0.7, 2.1], [1.5, -0.9, -1.4], [-1.3, 1.3, 1.6], [0.4, 0.6, -2.2], [2.0, 1.0, 1.3], [-2.3, 0.5, 0.4], [0.3, 1.4, -2.1], [1.2, 2.3, 0.6], [0.4, -1.8, 1.8], [1.2, -0.4, -2.2], [-1.9, 1.8, -0.2], [1.8, 1.8, 0.4], [1.0, 1.9, -1.5], [-2.4, -0.3, -1.3], [1.7, -1.7, -0.1], [-0.5, -2.0, -1.3], [1.9, -0.5, 1.5], [-0.8, -2.3, -0.2], [-1.2, 1.8, 1.7], [-1.0, -2.2, 0.0], [1.8, -0.3, 1.8], [1.3, 0.7, -1.7], [0.0, -1.7, 1.0]],
  "nbo_charge": [-0.452, -0.003, -0.467, -0.220, -0.421, -0.434, -0.413, -0.421, -0.429, -0.429, -0.083, -0.568, 0.786, -0.731, -0.559, 0.624, -0.517, 0.187, 0.785, -0.926, -0.708, -0.639, -0.489, 1.249, -0.898, -0.719, -0.444, -0.456, -0.413, 0.241, 0.236, 0.256, 0.263, 0.211, 0.230, 0.238, 0.202, 0.205, 0.215, 0.221, 0.227, 0.215, 0.197, 0.227, 0.226, 0.233, 0.178, 0.197, 0.262, 0.227, 0.260, 0.274, 0.274, 0.234, 0.269, 0.258, 0.234, 0.234, 0.220, 0.495, 0.217, 0.201, 0.242, 0.182, 0.236, 0.228, 0.442]
}